The following is a quantum chemistry calculation of a structure of composition C26H34FeIN5O3, from the OMol25 dataset.

Summary:
- calculated total energy (eV) = -83590.3611
- relative energy (zero: lowest compared OMol25 entry of this formula, charge and spin) (kcal/mol) = 3.4
- Kohn-Sham gap (spin up / spin down) (eV) = 8.050 / 7.155
- charge = +1
- lowest unoccupied orbital energy (spin up / spin down) (eV) = -2.69 / -3.65
- highest occupied orbital energy (spin up / spin down) (eV) = -10.740 / -10.808
- ⟨S²⟩ = 8.761
- 2S+1 = 6

```
70
Properties=species:S:1:pos:R:3:forces:R:3
Fe 0.1502 -0.5247 0.6203 0.35 -0.21 0.06
C 1.2560 -3.3268 0.3704 0.02 -0.03 0.00
N 0.2766 -2.7732 1.3295 -0.07 -0.01 -0.03
C 0.7111 -3.1656 2.6956 -0.01 -0.01 0.00
C 1.8753 -2.3848 3.2808 0.02 -0.01 0.02
C 1.6604 -0.8759 3.3282 0.05 0.01 0.03
N 1.7547 -0.3246 1.9839 -0.09 -0.04 0.01
C 2.8218 0.3085 1.6617 0.00 0.06 -0.11
C 3.1770 0.7448 0.3332 -0.04 -0.06 0.00
C 4.2634 1.6200 0.1799 -0.01 -0.01 0.02
C 4.6992 2.0027 -1.0661 0.01 0.01 -0.02
C 4.0703 1.4704 -2.1958 0.01 0.01 0.01
C 3.0197 0.5862 -2.0775 -0.01 -0.01 0.01
C 2.5327 0.2169 -0.8117 0.01 0.08 0.09
O 1.5249 -0.6204 -0.7185 0.03 -0.08 -0.07
C -1.0254 -3.4212 1.0549 -0.03 -0.01 0.01
C -2.2179 -2.9172 1.8904 0.01 0.00 0.01
C -2.0921 -1.5847 2.6233 -0.02 -0.01 -0.06
N -1.6811 -0.4602 1.7821 -0.05 0.09 0.06
C -2.4395 0.5854 1.8338 -0.02 -0.07 0.04
C -2.2382 1.8487 1.1924 0.00 0.02 0.00
C -3.2786 2.8003 1.2485 0.00 0.03 -0.01
C -3.1199 4.0489 0.7084 -0.02 -0.01 0.01
C -1.8892 4.3837 0.1212 0.03 -0.02 0.00
C -0.8508 3.4853 0.0692 -0.01 0.03 0.01
C -1.0055 2.1904 0.5921 0.02 -0.06 -0.03
O -0.0134 1.3435 0.5443 -0.04 0.22 -0.07
H 1.3300 -4.4125 0.4961 0.00 0.00 0.00
H 2.2321 -2.8750 0.5258 0.00 0.00 0.00
H 0.9445 -3.1072 -0.6472 0.01 -0.01 0.02
H 0.9638 -4.2334 2.6736 0.00 0.01 -0.01
H -0.1378 -3.0736 3.3668 -0.03 0.00 0.01
H 2.8039 -2.5927 2.7444 0.00 0.01 -0.01
H 2.0210 -2.7505 4.2997 0.00 -0.01 -0.01
H 2.4130 -0.4169 3.9754 -0.01 0.01 0.01
H 0.6776 -0.6357 3.7429 0.00 -0.01 0.01
H 3.5557 0.5147 2.4463 0.00 0.01 0.00
H 4.7563 1.9979 1.0685 0.00 0.00 0.00
H 5.5270 2.6888 -1.1737 0.00 0.00 0.00
H 4.4217 1.7473 -3.1818 0.00 0.00 0.00
H 2.5561 0.1471 -2.9535 -0.01 0.00 0.01
H -0.9146 -4.5023 1.2058 0.00 0.01 0.00
H -1.2310 -3.2746 -0.0023 0.00 0.01 0.01
H -2.4783 -3.6589 2.6480 0.02 0.01 0.01
H -3.0832 -2.8591 1.2264 0.00 -0.02 0.00
H -1.3773 -1.6505 3.4418 0.01 -0.03 0.02
H -3.0591 -1.3675 3.0866 0.00 0.01 -0.01
H -3.3556 0.5166 2.4288 0.01 -0.01 0.01
H -4.2108 2.5283 1.7309 0.00 0.00 0.00
H -3.9216 4.7721 0.7475 0.00 0.00 0.00
H -1.7522 5.3741 -0.2944 0.00 0.00 0.00
H 0.1029 3.7399 -0.3728 0.00 0.01 0.00
C -0.2861 2.6071 -4.7820 0.00 0.00 -0.01
C -0.7449 2.6816 -3.3397 0.02 -0.05 -0.07
O -0.4137 1.5046 -2.6087 -0.05 0.00 0.06
H -0.5880 3.5000 -5.3312 0.00 0.00 0.00
H -0.7152 1.7336 -5.2745 0.00 0.00 0.00
H 0.8026 2.5338 -4.8389 0.00 0.00 0.00
H -1.8317 2.7616 -3.2853 0.00 0.01 0.00
H -0.3290 3.5677 -2.8490 0.00 0.00 0.00
H 0.5467 1.4237 -2.5694 -0.01 0.02 0.06
I -1.8587 -1.9830 -5.1452 0.00 -0.01 -0.01
C -1.8348 -1.4498 -3.1621 0.03 0.04 -0.04
C -2.8353 -0.8305 -2.4483 -0.02 -0.03 0.05
N -2.3639 -0.6436 -1.2071 0.05 -0.04 -0.07
N -1.0989 -1.0774 -1.0793 -0.21 0.04 -0.01
C -0.7683 -1.5679 -2.2682 0.03 0.03 0.03
H -3.8244 -0.5170 -2.7355 0.00 0.00 0.00
H -2.8040 -0.1649 -0.4400 -0.01 0.05 0.00
H 0.2221 -1.9524 -2.4397 0.01 0.02 -0.02
```
Positions in Å, forces in eV/Å.



The following is a quantum chemistry calculation of a structure of composition C26H34FeIN5O3, from the OMol25 dataset.

Summary:
- calculated total energy (eV) = -83588.2282
- relative energy (zero: lowest compared OMol25 entry of this formula, charge and spin) (kcal/mol) = 52.6
- Kohn-Sham gap (spin up / spin down) (eV) = 8.226 / 6.428
- charge = +1
- lowest unoccupied orbital energy (spin up / spin down) (eV) = -2.35 / -4.14
- highest occupied orbital energy (spin up / spin down) (eV) = -10.576 / -10.564
- ⟨S²⟩ = 8.763
- 2S+1 = 6

```
70
Properties=species:S:1:pos:R:3:forces:R:3
Fe -0.1758 0.0635 0.3949 -1.53 -2.00 -1.09
C 0.9416 0.5216 2.7838 0.47 -0.03 0.95
N -0.4110 0.9607 2.3937 0.28 0.05 -0.42
C -0.3976 2.4208 2.2400 -0.16 0.70 -0.01
C -1.7095 3.1157 1.8898 -0.03 -0.07 0.12
C -2.4836 2.5823 0.6891 -0.12 0.22 0.20
N -1.6768 1.8736 -0.2752 0.93 -0.63 0.13
C -1.8954 2.0952 -1.5168 -0.19 0.06 -0.18
C -1.5071 1.2282 -2.5960 0.06 -0.44 0.16
C -1.4852 1.7153 -3.9121 0.08 0.03 -0.16
C -1.1772 0.8943 -4.9702 -0.02 0.14 -0.07
C -0.9363 -0.4666 -4.7336 -0.07 0.10 0.10
C -1.0234 -0.9842 -3.4653 -0.05 -0.06 0.34
C -1.2931 -0.1604 -2.3439 -0.02 0.48 -0.77
O -1.3502 -0.6704 -1.1528 0.83 0.03 1.36
C -1.3564 0.4960 3.4274 -0.50 -0.23 0.17
C -2.8078 0.2653 3.0101 0.06 0.11 0.02
C -2.9571 -0.6936 1.8241 -0.29 0.12 0.00
N -1.6990 -1.3219 1.5045 0.49 0.14 -0.85
C -1.6660 -2.5928 1.3913 -0.05 -0.17 0.07
C -0.5322 -3.3991 1.0299 0.49 0.28 -0.22
C -0.6967 -4.7876 0.9691 0.06 -0.19 0.02
C 0.3440 -5.6231 0.6331 0.06 0.02 0.00
C 1.5945 -5.0667 0.3427 -0.22 -0.17 0.05
C 1.7909 -3.7091 0.4028 -0.09 0.56 0.10
C 0.7376 -2.8269 0.7406 -0.43 -1.33 -0.13
O 0.9466 -1.5485 0.7886 -0.15 2.24 -0.53
H 1.1727 0.8027 3.8187 -0.14 0.07 -0.01
H 1.6786 0.9890 2.1373 -0.61 -0.19 0.83
H 1.0186 -0.5614 2.6850 -0.04 0.17 0.19
H 0.3301 2.6325 1.4562 -0.23 0.15 0.41
H -0.0393 2.8909 3.1681 0.12 -0.18 -0.05
H -1.4312 4.1553 1.7036 -0.02 0.01 0.03
H -2.3859 3.1329 2.7460 0.06 0.06 0.05
H -3.0406 3.4088 0.2313 0.06 -0.08 -0.12
H -3.2342 1.8584 1.0125 0.00 0.18 0.03
H -2.4937 2.9678 -1.8069 -0.05 -0.01 0.11
H -1.6934 2.7661 -4.0852 -0.05 0.00 0.00
H -1.1475 1.2848 -5.9780 0.02 0.01 0.01
H -0.6863 -1.1154 -5.5632 -0.03 -0.03 0.01
H -0.8548 -2.0352 -3.2673 0.01 -0.01 -0.05
H -1.3507 1.2061 4.2653 0.20 -0.03 -0.09
H -0.9782 -0.4543 3.8044 0.09 0.07 -0.03
H -3.3208 1.2027 2.8039 0.00 -0.06 0.12
H -3.3080 -0.1669 3.8783 0.06 0.06 0.06
H -3.2882 -0.1614 0.9281 0.01 -0.05 0.01
H -3.7221 -1.4422 2.0560 0.04 -0.01 -0.11
H -2.5798 -3.1659 1.5881 0.00 0.11 0.09
H -1.6681 -5.2107 1.1975 -0.03 0.03 0.01
H 0.2029 -6.6939 0.6049 -0.02 0.00 -0.04
H 2.4168 -5.7132 0.0657 0.03 0.00 0.03
H 2.7628 -3.2751 0.2014 0.02 -0.02 0.00
C 4.1091 2.3137 0.7667 -0.21 -0.04 0.01
C 3.1107 1.1916 0.5645 0.63 0.00 -0.32
O 1.7648 1.6995 0.4505 0.14 -0.05 -0.53
H 5.1012 1.8960 0.9330 0.02 0.02 -0.03
H 3.8412 2.9253 1.6283 0.03 0.01 0.02
H 4.1541 2.9526 -0.1182 0.04 0.02 0.02
H 3.1016 0.5129 1.4166 0.17 -0.03 -0.21
H 3.3611 0.6116 -0.3252 -0.09 -0.02 0.04
H 1.7799 2.4185 -0.1901 -0.03 -0.02 -0.17
I 4.2108 -1.7898 -4.2542 -0.25 0.16 0.15
C 2.8200 -0.6085 -3.2685 0.22 -0.14 -0.20
C 2.4139 0.6583 -3.6134 0.09 -0.11 0.04
N 1.5383 1.0437 -2.6626 0.25 0.04 -0.04
N 1.3379 0.0922 -1.7422 -0.25 -0.07 0.46
C 2.1100 -0.9191 -2.0968 0.03 -0.06 -0.03
H 2.6882 1.2824 -4.4461 -0.06 0.05 0.01
H 0.9593 1.8663 -2.6612 -0.10 -0.05 -0.11
H 2.1205 -1.8309 -1.5225 0.01 0.05 0.04
```
Positions in Å, forces in eV/Å.



The following is a quantum chemistry calculation of a structure of composition C26H34N5O2S4Ta, from the OMol25 dataset.

Summary:
- calculated total energy (eV) = -83913.6948
- relative energy (zero: lowest compared OMol25 entry of this formula, charge and spin) (kcal/mol) = 57.6
- Kohn-Sham gap (eV) = 5.007
- charge = +4
- lowest unoccupied orbital energy (eV) = -13.74
- highest occupied orbital energy (eV) = -18.744

```
72
Properties=species:S:1:pos:R:3:forces:R:3
Ta -0.1208 -0.6534 0.0463 -0.36 0.66 1.12
O -1.4952 -0.0596 3.9677 0.17 -0.16 -0.59
C -1.3851 0.0016 2.7741 -1.31 1.25 0.87
N -0.4870 -0.7946 2.0555 1.11 -0.36 -2.90
C 0.1986 -1.6965 2.9701 0.45 -0.79 0.67
C 0.9224 -2.7959 2.2684 -0.09 -0.13 0.52
C 1.4020 -3.9138 2.9490 -0.07 0.26 -0.22
C 2.0858 -4.8913 2.2461 -0.06 0.21 -0.02
C 2.3184 -4.7000 0.8877 -0.14 0.30 0.02
C 1.8367 -3.5535 0.2882 0.50 -0.47 -0.42
N 1.1202 -2.6369 0.9559 -1.15 1.73 -0.56
C -2.1668 0.9735 1.9598 -0.42 0.26 0.48
C -3.1392 1.7513 2.5824 0.31 -0.22 -0.21
C -3.7800 2.7310 1.8370 0.07 -0.01 -0.13
C -3.4154 2.8927 0.5068 0.11 -0.17 0.07
C -2.4553 2.0527 -0.0402 -0.06 0.23 -0.44
N -1.8490 1.1027 0.6687 1.09 -1.60 0.00
H -0.5155 -2.1071 3.6988 0.13 0.15 -0.23
H 0.9178 -1.1168 3.5720 -0.18 -0.07 -0.08
H 1.2355 -4.0176 4.0091 -0.08 0.04 0.15
H 2.4459 -5.7762 2.7484 0.03 -0.10 0.06
H 2.8617 -5.4309 0.3113 0.11 0.00 -0.13
H 2.0399 -3.3499 -0.7522 0.02 -0.09 0.06
H -3.3628 1.5771 3.6255 0.04 0.03 0.06
H -4.5328 3.3678 2.2809 -0.04 0.00 0.04
H -3.8663 3.6584 -0.1059 -0.02 0.05 -0.08
H -2.1536 2.1645 -1.0729 0.04 0.07 0.00
C -0.4249 -2.5751 -3.6093 0.01 -0.05 0.19
C -0.0287 -1.1250 -3.7947 -0.05 0.06 0.34
S -0.7955 0.0854 -2.6452 0.02 -0.22 0.60
C -2.6050 -0.0622 -2.9342 0.16 0.05 0.31
C -3.3413 -1.2287 -2.2939 0.13 -0.09 0.21
S -2.9247 -1.5661 -0.5309 1.08 0.08 -0.02
C -2.8098 -3.3902 -0.5535 0.05 0.25 0.08
C -1.9104 -3.9975 -1.6196 0.12 -0.01 0.11
S -0.2965 -3.1601 -1.8680 -0.07 0.74 0.06
H 0.2632 -3.1954 -4.1931 -0.11 0.03 0.06
H -1.4324 -2.7680 -3.9732 0.02 -0.02 0.06
H -0.2866 -0.7961 -4.8036 0.09 0.09 0.02
H 1.0434 -0.9867 -3.6493 0.01 0.08 -0.07
H -2.7400 -0.0913 -4.0186 0.05 0.07 0.03
H -3.0132 0.8843 -2.5812 0.06 0.00 -0.09
H -3.2005 -2.1491 -2.8509 0.05 -0.03 0.04
H -4.4130 -1.0112 -2.3105 0.05 0.02 0.06
H -3.8253 -3.7704 -0.6895 -0.01 0.01 0.12
H -2.4822 -3.6496 0.4550 -0.07 -0.02 -0.03
H -2.4026 -4.0485 -2.5899 0.09 0.02 0.00
H -1.6806 -5.0288 -1.3367 0.00 0.10 -0.01
N 2.5914 6.7687 0.9458 0.67 0.67 0.32
C 1.5189 6.1568 0.4773 -0.44 -0.95 -0.26
O 0.4698 6.6448 0.1279 -0.08 0.24 -0.07
C 1.5044 4.6263 0.3927 -0.15 0.26 0.14
C 1.4941 3.8225 1.5264 0.01 -0.31 -0.22
C 1.1263 2.4882 1.4038 0.11 0.13 0.61
N 0.7871 1.9350 0.2406 -0.41 -1.89 -0.33
C 0.8258 2.6981 -0.8556 0.07 0.46 -0.52
C 1.1761 4.0357 -0.8252 -0.06 -0.35 0.08
H 2.5776 7.7813 1.0078 -0.03 -0.13 0.01
H 3.4524 6.3071 1.1934 -0.14 -0.06 -0.09
H 1.7323 4.2247 2.4984 0.00 0.00 0.15
H 1.0792 1.8606 2.2832 0.00 -0.06 0.08
H 0.5414 2.2371 -1.7913 0.06 0.03 -0.03
H 1.1542 4.6193 -1.7317 -0.05 0.08 -0.11
C 3.6730 -0.3329 1.0271 -0.23 0.01 0.09
S 2.8425 -0.5460 -0.5682 -0.84 -0.15 0.00
C 3.5288 0.9004 -1.4217 -0.27 -0.01 0.04
H 4.7459 -0.4345 0.8672 -0.02 -0.05 -0.14
H 3.3396 -1.1115 1.7047 0.00 -0.10 0.06
H 3.4555 0.6513 1.4323 -0.04 0.06 0.02
H 3.4449 1.7842 -0.7976 -0.06 0.06 0.04
H 3.0063 1.0437 -2.3621 -0.02 0.00 -0.08
H 4.5787 0.6872 -1.6238 -0.02 -0.14 0.03
```
Positions in Å, forces in eV/Å.